Here is a 25-piece molecular cluster, C4H48BO32 overall in a non-equilibrium geometry from OMol25. Energies are from ωB97M-V with the def2-TZVPD basis set.

Results
Strongest force on any atom ... 9.1 eV Å⁻¹
M ... 619.21 g/mol
Charge ... -1
Relative energy (zero: lowest compared OMol25 entry of this formula, charge and spin) ... 0.3369 eV

Cartesian coordinates (Å):
1 O 10.505741 8.525445 6.743990
2 C 10.585505 7.315947 6.727659
3 O 10.029826 6.742602 5.765617
4 B 10.707575 5.423912 5.595384
5 O 11.767758 5.443431 6.607831
6 C 11.699509 6.537665 7.201981
7 O 12.796799 7.011442 7.636749
8 O 11.255990 5.190173 4.253458
9 C 10.790347 4.099363 3.841941
10 O 11.424694 3.432725 3.036876
11 C 9.820733 3.613238 4.783248
12 O 9.786487 4.288665 5.815154
13 O 9.253847 2.556455 4.733721
14 O 15.904778 5.147791 8.218675
15 H 15.520332 5.982142 8.028039
16 H 15.403011 4.472399 7.835377
17 O 6.319005 1.158865 5.548932
18 H 6.686267 1.378259 4.704856
19 H 5.805189 1.915811 5.871937
20 O 8.212979 0.492598 3.358545
21 H 7.822802 -0.334559 3.621891
22 H 8.940685 0.653342 3.936486
23 O 8.538923 10.480954 7.551708
24 H 8.472290 9.549434 7.349095
25 H 8.560888 11.024009 6.779746
26 O 10.948596 10.576713 9.090591
27 H 11.673078 10.171751 8.653344
28 H 10.243233 10.454625 8.431356
29 O 13.506990 8.504048 9.962385
30 H 13.855075 7.603733 9.971735
31 H 12.642961 8.271065 9.669335
32 O 8.562467 5.712769 8.094383
33 H 8.547354 5.389926 9.006967
34 H 8.734120 4.910924 7.610141
35 O 7.543821 2.942775 7.485785
36 H 7.808038 2.663189 6.616471
37 H 7.095410 2.154885 7.856113
38 O 10.709925 10.536194 4.993550
39 H 10.075270 10.752906 4.384508
40 H 10.264612 10.043410 5.680124
41 O 7.921783 8.255625 4.820654
42 H 7.326740 8.052200 5.497115
43 H 8.719764 7.846978 5.075284
44 O 6.627585 5.417176 5.752560
45 H 7.404327 5.752416 6.206970
46 H 5.870830 5.934504 6.039615
47 O 14.358652 5.558435 5.289444
48 H 14.401430 4.885461 4.611128
49 H 13.732572 5.151518 5.889483
50 O 13.975658 5.949013 10.244024
51 H 13.604038 5.862433 11.126340
52 H 13.434822 5.441516 9.632873
53 O 13.057676 6.362744 2.157434
54 H 12.603355 5.743574 2.706940
55 H 12.650996 7.152652 2.422228
56 O 8.005144 5.215232 3.459796
57 H 7.475842 4.826742 4.128410
58 H 7.807498 4.722641 2.639820
59 O 15.626252 7.918210 7.649312
60 H 14.661442 7.791767 7.612221
61 H 15.904155 8.089541 6.743343
62 O 14.084282 3.491470 3.742525
63 H 13.088276 3.514741 3.658804
64 H 14.259516 3.540043 2.810893
65 O 12.069452 1.805359 6.089353
66 H 11.294458 2.093531 6.595963
67 H 11.742039 1.455897 5.291007
68 O 11.373656 4.906175 9.602230
69 H 11.110430 4.943860 10.541973
70 H 10.736376 4.371076 9.149804
71 O 13.099502 8.314306 5.138970
72 H 13.289002 7.460610 5.480757
73 H 12.823278 8.888407 5.883382
74 O 11.275236 0.500538 3.554419
75 H 12.068363 0.760665 3.060256
76 H 11.506390 -0.370225 3.917339
77 O 8.871081 0.275553 6.698104
78 H 8.069136 0.462599 6.216263
79 H 9.297090 -0.420011 6.163542
80 O 9.410845 2.084436 1.556199
81 H 8.837489 1.470539 2.065643
82 H 10.220244 2.206424 2.006222
83 O 10.870308 7.600243 9.995281
84 H 11.168610 7.775413 10.907009
85 H 10.971030 6.636204 9.897093

Forces on atoms 1 to 6 (eV/Å):
O -0.101 -0.033 2.396
C 0.219 5.950 -0.051
O -1.564 -4.715 -2.847
B -0.589 0.641 0.233
O -1.435 -4.185 -1.943
C 7.790 3.530 3.083


Here is C4H4AgLiO5 as an isolated structure in a non-equilibrium geometry from OMol25. Energies are from ωB97M-V with the def2-TZVPD basis set.

Results
Strongest force on any atom ... 2.4 eV Å⁻¹
M ... 246.88 g/mol
Relative energy (zero: lowest compared OMol25 entry of this formula, charge and spin) ... 0.0000 eV

Cartesian coordinates (Å):
1 O -2.506297 2.041189 2.358893
2 C -2.313374 1.503798 1.236460
3 O -3.208278 0.856375 0.634690
4 Li -4.358885 1.475430 2.099661
5 O -1.066372 1.554669 0.759264
6 C -0.808610 1.021105 -0.543315
7 C 0.639300 1.291580 -0.925648
8 H -1.485589 1.498434 -1.268089
9 H -1.003538 -0.062284 -0.532728
10 H 0.659875 1.207550 -2.037085
11 H 0.842519 2.362767 -0.696918
12 O 1.928261 -3.309692 -2.972933
13 O 1.546940 0.445378 -0.347478
14 C 2.296899 -2.816027 -2.026897
15 Ag 3.036207 -1.293991 0.410373

Forces on atoms 1 to 6 (eV/Å):
O -0.569 0.363 0.185
C 0.577 -0.661 0.539
O -0.812 0.046 -0.358
Li 0.995 -0.029 -0.349
O -0.019 0.379 0.131
C -0.213 -0.214 -0.257


Here is C4H4AgO5 as an isolated structure in a non-equilibrium geometry from OMol25. Energies are from ωB97M-V with the def2-TZVPD basis set.

Results
Strongest force on any atom ... 3.4 eV Å⁻¹
M ... 239.94 g/mol
Spin multiplicity ... 2
Relative energy (zero: lowest compared OMol25 entry of this formula, charge and spin) ... 0.0000 eV

Cartesian coordinates (Å):
1 O -0.237593 -0.591378 0.438101
2 H 0.713555 2.983737 1.845775
3 O 1.244690 0.093763 -1.094840
4 O 0.373226 1.636871 0.343116
5 C 0.461562 1.923235 1.718291
6 C 1.570119 0.974879 2.218416
7 O 1.845181 0.143766 1.114898
8 C 0.791331 0.279789 0.154551
9 H -0.494888 1.727330 2.229856
10 H 1.235852 0.381379 3.083603
11 H 2.488636 1.511965 2.494524
12 Ag -0.038292 -1.338545 -1.435558
13 C -2.410099 -1.295228 -1.568179
14 O -3.515101 -1.528690 -1.541992

Forces on atoms 1 to 6 (eV/Å):
O 0.464 0.441 0.389
H -0.052 -0.268 -0.085
O 0.800 0.714 0.634
O -0.160 -0.374 -0.455
C -0.090 0.100 0.279
C 0.068 0.136 0.371


Here is C4H4AlO5 as an isolated structure in a non-equilibrium geometry from OMol25. Energies are from ωB97M-V with the def2-TZVPD basis set.

Results
Strongest force on any atom ... 4.2 eV Å⁻¹
M ... 159.05 g/mol
Spin multiplicity ... 2
Relative energy (zero: lowest compared OMol25 entry of this formula, charge and spin) ... 0.0000 eV

Cartesian coordinates (Å):
1 O 2.837085 1.082189 1.110243
2 C 1.716882 0.924394 0.605137
3 O 0.706930 1.684177 0.759020
4 O 1.622366 -0.007584 -0.373964
5 C 0.812266 0.239853 -1.572620
6 H 1.437692 0.862030 -2.238298
7 C 0.628207 -1.107275 -2.252488
8 H 1.528566 -1.745983 -2.179589
9 H -0.217196 -1.673687 -1.829477
10 H 0.405140 -0.947845 -3.319913
11 C -1.437651 -2.091758 0.326423
12 O -2.145710 -1.264272 -0.074875
13 O -0.740840 -2.912380 0.752983
14 Al -0.699408 1.166699 -0.835958

Forces on atoms 1 to 6 (eV/Å):
O -2.270 -0.785 -0.234
C 3.795 1.705 0.137
O -3.110 -0.093 -1.205
O -0.658 -1.312 -1.187
C 2.062 -1.141 -0.047
H -0.356 0.145 0.255


Here is C4H4AuLiO5 as an isolated structure in a non-equilibrium geometry from OMol25. Energies are from ωB97M-V with the def2-TZVPD basis set.

Results
Strongest force on any atom ... 12.5 eV Å⁻¹
M ... 335.98 g/mol
Charge ... +1
Spin multiplicity ... 4
Relative energy (zero: lowest compared OMol25 entry of this formula, charge and spin) ... 0.0000 eV

Cartesian coordinates (Å):
1 O 0.493012 0.936339 2.634888
2 C 1.023464 -0.215062 2.614741
3 C -1.026183 0.293771 0.359859
4 O 2.111987 -0.550585 3.076063
5 O 0.408193 -1.140702 1.809970
6 C -0.907266 -0.891285 1.330999
7 H -1.894572 0.110303 -0.285906
8 H -1.216349 1.259320 0.838256
9 H -1.191949 -1.819287 0.823233
10 H -1.593039 -0.723739 2.172790
11 O 0.349674 -0.337380 -1.572768
12 C 0.206089 0.413853 -0.579487
13 O 1.050278 1.364314 -0.406222
14 Li 1.103478 2.132895 1.325409
15 Au 1.951057 0.664269 -1.899426

Forces on atoms 1 to 6 (eV/Å):
O 2.077 -1.065 1.176
C -5.290 0.463 -4.212
C 0.627 -0.083 -0.974
O 1.801 -0.069 1.381
O 2.177 0.289 1.717
C -1.130 0.390 -0.015


Here is one molecule with the formula C4H4Br2N2 in a non-equilibrium geometry from OMol25. Energies are from ωB97M-V with the def2-TZVPD basis set.

Results
Strongest force on any atom ... 3.8 eV Å⁻¹
M ... 239.90 g/mol
Spin multiplicity ... 3
Relative energy (zero: lowest compared OMol25 entry of this formula, charge and spin) ... 0.0000 eV

Cartesian coordinates (Å):
1 C 0.303030 0.059507 -1.129657
2 C -1.208133 -0.081277 0.789056
3 C -0.618542 -0.750819 -0.357763
4 C 1.306341 0.571380 -0.042119
5 N -0.467682 0.983937 1.300309
6 N 0.733519 1.116541 0.971677
7 Br -0.490695 -2.639732 -0.058349
8 Br 3.192564 0.355540 -0.366725
9 H 0.929997 -0.499829 -1.770032
10 H -0.139191 0.993261 -1.456009
11 H -1.942122 0.636494 0.534197
12 H -1.599090 -0.744999 1.585416

Forces on atoms 1 to 6 (eV/Å):
C 2.314 -0.034 1.696
C -1.397 -0.746 0.127
C -1.092 -1.943 0.355
C -0.855 -0.547 -1.325
N 0.822 1.827 2.489
N 3.649 0.466 0.748


Here is a 2-piece molecular cluster, C4H4Br3FO3 overall in a non-equilibrium geometry from OMol25. Energies are from ωB97M-V with the def2-TZVPD basis set.

Results
Strongest force on any atom ... 1.6 eV Å⁻¹
M ... 358.78 g/mol
Relative energy (zero: lowest compared OMol25 entry of this formula, charge and spin) ... 0.4791 eV
SMILES string ... O=C1OC[C@@H](F)O1.BrC(Br)Br

Cartesian coordinates (Å):
1 C -2.692623 -9.842961 -2.014004
2 C -2.280562 -8.544520 -1.341834
3 O -1.531160 -8.912903 -0.164409
4 C -1.363674 -10.281268 -0.180379
5 O -0.642362 -10.874301 0.550082
6 O -2.199709 -10.802254 -1.094554
7 F -3.475958 -7.930157 -0.982046
8 H -2.260401 -10.057392 -2.983113
9 H -3.764647 -9.903577 -2.131535
10 H -1.668898 -7.795693 -1.804291
11 C 1.048041 -9.741096 -4.778171
12 Br 1.581340 -11.265003 -5.939641
13 Br 1.913972 -8.061979 -5.174105
14 Br 0.924001 -10.182907 -2.791466
15 H -0.027418 -9.620244 -4.969807

Forces on atoms 1 to 6 (eV/Å):
C 0.966 -0.087 0.164
C -0.597 0.428 1.473
O -0.534 -0.334 -1.333
C -0.561 0.721 0.448
O -0.252 0.067 -0.369
O 0.094 -1.269 -0.100


Here is an isolated ion of composition C4H4BrClNO2 and charge -1 in a non-equilibrium geometry from OMol25. Energies are from ωB97M-V with the def2-TZVPD basis set.

Results
Strongest force on any atom ... 9.0 eV Å⁻¹
M ... 213.44 g/mol
Charge ... -1
DFT total energy ... -3394.16644 Eh

Cartesian coordinates (Å):
1 O -0.540976 2.831297 -0.598085
2 C 0.046537 1.692778 -0.995789
3 Cl 1.872404 1.767985 -1.349924
4 C -0.839627 0.287997 -1.146634
5 N -1.236264 -0.104133 0.259379
6 C -0.409716 -1.251760 0.795290
7 C 1.107142 -0.796679 1.314655
8 O 2.190928 -1.563591 1.012593
9 Br 1.189777 0.887267 2.409246
10 H -0.286463 -0.545122 -1.754099
11 H -1.788441 0.601180 -1.799721
12 H -0.964765 -1.623059 1.784763
13 H -0.340536 -2.184161 0.068325

Forces on atoms 1 to 6 (eV/Å):
O 4.114 -7.243 -2.585
C -4.519 5.538 1.658
Cl -1.265 -0.290 0.342
C -0.282 -0.141 0.753
N 1.830 -1.397 -1.325
C -1.391 1.197 0.178